Computed, not measured: the molecule C4H2O2, with wB97M-V/def2-TZVPD.

Total energy in a.u.: -303.993167
E_LUMO in eV: -0.964
Gap between HOMO and LUMO in eV: 10.02
Spin multiplicity: 1
HOMO energy in eV: -10.984
Relative energy (zero: lowest compared OMol25 entry of this formula, charge and spin) in kJ/mol: 43.7
SMILES: O=CC#CC=O

Structure (XYZ):
```
8
Properties=species:S:1:pos:R:3:forces:R:3:nbo_charge:R:1
O 1.3541 -1.0581 -2.0427 -0.41 0.30 -0.11 -0.46
C 0.3047 -0.4720 -1.9277 0.32 -0.21 -0.06 0.35
C -0.0481 0.1802 -0.6747 -0.05 -0.03 0.62 -0.05
C -0.2952 0.4595 0.4749 0.09 -0.20 -0.52 -0.03
C -0.4627 0.4381 1.9211 -0.13 0.29 0.28 0.35
O -0.8306 1.3501 2.6161 0.17 -0.33 -0.36 -0.46
H -0.4534 -0.4495 -2.7272 0.09 0.05 0.04 0.15
H -0.1982 -0.5568 2.3254 -0.08 0.13 0.12 0.15
```
Forces are in eV/Å.



Computed, not measured: a structure of composition C4H2O2, with wB97M-V/def2-TZVPD.

Total energy in a.u.: -303.979761
E_LUMO in eV: -1.467
Gap between HOMO and LUMO in eV: 8.66
Spin multiplicity: 1
HOMO energy in eV: -10.127
Relative energy (zero: lowest compared OMol25 entry of this formula, charge and spin) in kJ/mol: 78.9

Structure (XYZ):
```
8
Properties=species:S:1:pos:R:3:forces:R:3:nbo_charge:R:1
O 0.4582 2.4218 -1.4743 0.37 -1.27 -0.16 -0.41
C 0.6058 1.2868 -1.3381 0.18 1.40 -0.72 0.77
C 0.7533 -0.0474 -1.1332 -0.31 0.21 0.42 -0.37
C 0.0013 -0.0908 0.0071 -0.26 0.33 0.28 -0.21
C -0.3413 -1.2102 0.9190 -0.22 -0.02 0.37 0.37
O -1.0074 -0.9333 1.8931 0.30 -0.53 -0.32 -0.47
H -0.4743 0.8085 0.4219 -0.07 -0.20 0.17 0.18
H 0.0043 -2.2354 0.7045 0.01 0.08 -0.03 0.14
```
Forces are in eV/Å.



Computed, not measured: a structure of composition C4H2O2Yb, with wB97M-V/def2-TZVPD.

Total energy in a.u.: -1461.361139
E_LUMO (alpha / beta) in eV: -16.135 / -17.852
Gap between HOMO and LUMO (alpha / beta) in eV: 8.11 / 6.13
Spin multiplicity: 2
Net charge: +3
HOMO energy (alpha / beta) in eV: -24.248 / -23.985
Relative energy (zero: lowest compared OMol25 entry of this formula, charge and spin) in kJ/mol: 0.0

Structure (XYZ):
```
9
Properties=species:S:1:pos:R:3:forces:R:3:mulliken_spin:R:1
O -2.4358 -1.4242 -1.5622 0.25 1.73 1.40 0.06
C -2.4047 -0.5593 -0.8419 -1.16 -3.09 -2.20 0.03
C -1.4227 1.4160 -0.1423 -3.20 0.45 0.47 0.48
C -2.4744 0.5660 0.0156 1.76 -0.51 0.03 0.24
H -3.1993 0.4763 0.8316 -0.41 0.52 0.14 0.05
H -1.8834 2.4246 0.0192 1.02 0.58 0.05 0.08
O 2.2415 -0.7304 0.0324 -0.85 1.60 -0.07 0.00
C 2.6937 -1.7705 0.0765 0.75 -1.46 0.07 0.00
Yb 1.0540 1.4051 -0.0304 1.85 0.18 0.11 0.06
```
Forces are in eV/Å.



Computed, not measured: the molecule C4H2O3S, with wB97M-V/def2-TZVPD.

Total energy in a.u.: -777.271757
E_LUMO (alpha / beta) in eV: -1.433 / -2.736
Gap between HOMO and LUMO (alpha / beta) in eV: 6.76 / 7.05
Spin multiplicity: 3
HOMO energy (alpha / beta) in eV: -8.192 / -9.786
Relative energy (zero: lowest compared OMol25 entry of this formula, charge and spin) in kJ/mol: 285.0

Structure (XYZ):
```
10
Properties=species:S:1:pos:R:3:forces:R:3:mulliken_spin:R:1
C 1.5332 1.2133 0.3307 -0.49 -0.71 -0.39 0.64
C 0.0783 1.5166 0.2417 1.30 0.44 0.26 -0.10
C 1.6990 -0.2627 0.4786 -0.66 -0.73 0.51 0.00
C -1.1586 1.5841 0.3729 3.32 0.08 -0.94 0.33
O 1.7107 -0.7777 1.5669 0.25 -0.10 -0.15 0.05
O 1.7056 -0.9960 -0.6639 0.11 4.57 -0.95 0.01
O -2.4384 1.7025 0.1497 -0.24 -0.77 0.48 0.05
S 3.7295 1.5267 0.0289 -3.69 0.37 0.17 1.02
H 1.7017 -1.8790 -0.4696 0.08 -3.78 1.14 0.00
H -2.8397 0.8162 0.2727 0.01 0.62 -0.12 0.00
```
Forces are in eV/Å.



Computed, not measured: a structure of composition C4H2ORh, with wB97M-V/def2-TZVPD.

Total energy in a.u.: -338.214870
E_LUMO (alpha / beta) in eV: -11.377 / -15.256
Gap between HOMO and LUMO (alpha / beta) in eV: 6.97 / 5.41
Spin multiplicity: 6
Net charge: +2
HOMO energy (alpha / beta) in eV: -18.348 / -20.670
Relative energy (zero: lowest compared OMol25 entry of this formula, charge and spin) in kJ/mol: 298.8

Structure (XYZ):
```
8
Properties=species:S:1:pos:R:3:forces:R:3:mulliken_spin:R:1
C -1.1628 0.5072 0.5996 2.38 -1.04 1.95 0.59
C -1.3923 0.9780 -0.5221 -3.01 1.87 -3.07 0.54
H -1.8627 1.2762 -1.4459 0.09 0.14 -0.42 -0.01
O 0.1265 -2.2374 -0.2189 1.04 2.23 1.43 0.49
C 0.6089 -1.2593 0.2754 -0.43 -3.12 -2.12 0.41
C 0.2895 0.1050 0.4441 -0.57 -0.21 2.48 0.44
H 0.9260 0.6387 1.1723 -0.33 0.45 0.15 0.01
Rh 2.4669 -0.0084 -0.3045 0.85 -0.32 -0.39 2.52
```
Forces are in eV/Å.



Computed, not measured: the molecule C4H2OS, with wB97M-V/def2-TZVPD.

Total energy in a.u.: -626.919159
E_LUMO in eV: -1.886
Gap between HOMO and LUMO in eV: 7.71
Spin multiplicity: 1
HOMO energy in eV: -9.591
Relative energy (zero: lowest compared OMol25 entry of this formula, charge and spin) in kJ/mol: 42.1
SMILES: O=CC#CC=S

Structure (XYZ):
```
8
Properties=species:S:1:pos:R:3:forces:R:3:nbo_charge:R:1
O -2.5964 0.2873 1.4871 -0.45 0.09 0.84 -0.46
C -1.4711 -0.0787 1.3060 -1.08 -0.05 -0.79 0.35
C -0.8740 0.0707 -0.0240 3.22 -0.22 -0.14 -0.05
C 0.1778 0.1045 -0.6620 -2.03 -0.26 1.02 0.01
C 1.4775 0.0092 -1.2055 0.54 -0.26 0.07 -0.39
S 2.1217 1.0107 -2.2932 -0.03 -0.24 0.12 0.16
H -0.8809 -0.5833 2.1072 0.05 0.32 -0.53 0.15
H 2.0454 -0.8204 -0.7156 -0.23 0.63 -0.60 0.23
```
Forces are in eV/Å.